1.
Density functional theory data (ωB97M-V with the def2-TZVPD basis set) for 2 unconnected molecules or ions with the total composition C4H10NO2.

Results
ΔE to the lowest compared entry with this formula, charge and spin = 97.9 kcal per mole
net charge = -1

```
17
Properties=species:S:1:pos:R:3:forces:R:3:mulliken_charge:R:1
C 1.8581 -0.5524 -0.0071 -1.0 0.7 -0.8 -0.304
O 1.1127 -1.5064 -0.6032 0.6 -0.7 0.0 -0.854
C 0.9015 0.5655 0.5461 0.6 -0.7 -0.1 -0.254
N 1.7170 1.6050 1.1628 -0.1 1.2 0.7 -0.740
H 2.5581 -0.9211 0.7880 -0.2 0.2 0.2 0.194
H 2.5147 -0.0171 -0.7461 0.1 0.0 0.3 0.194
H 0.2931 0.9342 -0.3030 0.5 -0.1 0.6 0.193
H 0.2262 0.1254 1.2994 -0.1 -0.1 -0.4 0.261
H 1.1441 2.3940 1.5292 0.6 -0.9 -0.2 0.215
H 2.1760 1.1521 1.9592 -0.1 0.5 -0.2 0.227
C -1.5845 -1.4462 -0.6040 -1.6 1.4 -0.6 -0.754
C -2.4615 -0.4326 -0.7081 1.5 0.3 -0.6 0.003
O -1.9534 0.9453 -0.8004 -1.2 -1.5 0.2 -0.509
H -1.9483 -2.4674 -0.7003 -0.2 0.1 0.4 0.219
H -0.4831 -1.2841 -0.5866 0.3 -0.3 0.1 0.304
H -3.5417 -0.5352 -0.8241 0.1 0.2 0.1 0.328
H -2.5290 1.4409 -1.4019 0.1 -0.4 0.3 0.277
```
Positions in Å, forces in eV/Å.

---

2.
Density functional theory data (ωB97M-V with the def2-TZVPD basis set) for a gas-phase ion, C9H16NOS (charge +1).

Results
ΔE to the lowest compared entry with this formula, charge and spin = 54.2 kcal per mole
SMILES = CO\C(=C/C=C\C=C\C[NH3+])SC
net charge = +1

```
28
Properties=species:S:1:pos:R:3:forces:R:3:mulliken_charge:R:1
C -2.5744 -1.5325 -0.5890 3.0 0.4 -2.2 -0.538
C -1.4849 -1.6804 -1.4550 -2.0 -0.7 0.1 -0.765
C -2.2850 -0.9080 0.6980 -1.9 -1.2 0.1 -0.203
C -0.0163 -1.5167 -1.1252 -1.1 -2.5 0.2 0.403
C -1.5997 0.1851 0.8972 0.1 0.0 1.5 -0.233
C 0.7883 -0.5038 -0.7824 -1.6 -0.1 -0.9 -0.168
C -0.0601 1.1218 -2.3056 -1.9 -3.1 -2.4 -0.646
C 3.2873 -0.2234 -1.2111 -1.0 1.0 -0.3 -0.814
C -1.3311 0.6161 2.3127 -1.4 -3.1 -1.2 -0.860
N 0.0560 0.2984 2.6651 2.1 -0.8 1.9 -0.062
O 0.5389 0.8028 -1.1198 2.1 -0.2 2.8 -0.431
S 2.2257 -0.8211 0.1417 0.3 0.3 0.2 -0.097
H -3.5655 -1.8564 -0.9483 0.6 0.1 0.7 0.425
H -1.7452 -2.3179 -2.3630 0.7 1.1 1.0 0.327
H -2.7099 -1.3608 1.5833 -0.2 -0.4 0.1 0.290
H 0.3665 -2.5825 -1.0212 0.0 1.6 0.1 0.350
H -1.2092 0.7174 0.0922 0.6 1.1 -0.9 0.713
H -1.1637 0.8073 -2.1837 1.3 0.8 -0.9 0.304
H 0.4100 0.4411 -3.1647 -1.0 1.7 1.5 0.289
H 0.0496 2.1728 -2.4618 0.1 0.5 -0.3 0.278
H 4.3421 -0.1301 -0.9604 -0.2 -0.1 0.1 0.439
H 2.8132 0.8107 -1.4631 1.2 -2.0 -0.1 0.157
H 3.0919 -1.0602 -1.9191 0.6 1.2 -0.2 0.280
H -2.0380 0.0589 2.9871 1.0 0.6 -0.5 0.374
H -1.4697 1.6017 2.4310 -0.5 3.7 0.5 0.367
H 0.6889 -0.0782 1.9529 -0.2 0.2 -0.9 0.023
H 0.0274 -0.4442 3.3515 0.0 -0.5 0.3 0.414
H 0.6386 0.9925 3.1518 -0.6 0.5 -0.3 0.384
```
Positions in Å, forces in eV/Å.

---

3.
Density functional theory data (ωB97M-V with the def2-TZVPD basis set) for 9 unconnected molecules or ions with the total composition C8H32F2N17O12S2.

Results
spin multiplicity = 2
<S²> = 0.774
DFT total energy = -3153.84577 a.u.

```
73
Properties=species:S:1:pos:R:3:forces:R:3:mulliken_spin:R:1
N 0.0646 -1.2680 -0.6404 -2.3 -2.0 4.9 0.000
S 0.3639 0.1935 -0.8149 1.4 7.9 -2.3 -0.003
O 1.3790 0.8267 0.0310 -2.8 -1.6 -1.0 0.001
O -0.8358 1.0038 -1.1761 1.7 -1.2 1.3 -0.010
F 1.0468 0.1187 -2.2155 0.4 -0.3 -0.1 0.000
S -0.5611 -1.2410 0.9588 1.1 -3.0 4.4 0.001
O -1.2741 -0.0883 1.4347 0.0 0.4 -1.4 0.001
O 0.3012 -1.8355 2.0017 -1.1 1.2 -3.4 0.001
F -1.6935 -2.3249 0.8082 0.4 0.2 -0.9 0.000
C 4.2359 1.2247 1.8896 -3.5 2.2 4.4 0.000
O 3.3598 1.9441 2.4506 1.6 -0.7 -0.9 0.000
N 4.0539 0.6677 0.7545 -0.7 -1.1 -4.5 0.000
N 5.2624 0.6918 2.5248 2.8 0.1 1.7 0.000
H 3.1018 0.7156 0.4208 0.5 0.0 -0.7 0.000
H 4.7993 0.1107 0.3619 -0.7 0.0 -0.3 0.000
H 6.0321 0.4483 1.9179 0.3 -0.2 0.7 0.000
H 5.4635 1.0337 3.4537 0.2 0.0 -0.3 0.000
C 4.1706 -2.8590 3.0057 -2.8 0.5 -0.4 0.000
O 4.9332 -2.3832 3.7503 4.4 2.0 2.5 0.000
N 3.3332 -3.7928 3.3636 -2.0 -4.2 1.7 0.000
N 3.7180 -2.3860 1.8707 0.6 2.7 -4.1 0.000
H 3.5683 -4.2795 4.2168 -0.3 -0.4 -0.4 0.000
H 2.8496 -4.2162 2.5845 -0.1 -0.7 0.9 0.000
H 2.8883 -2.7572 1.4302 0.4 0.4 0.2 0.000
H 4.0225 -1.4617 1.6006 -0.2 -0.2 -0.1 0.000
C 2.5661 -3.7844 -0.8188 1.2 1.6 -1.5 0.000
O 3.4237 -4.5795 -0.9111 3.3 -3.1 -0.8 0.000
N 2.4901 -2.6305 -1.4736 -0.8 2.7 -1.3 0.000
N 1.6359 -3.8930 0.0756 -3.1 -1.0 3.1 0.000
H 3.0004 -2.3403 -2.2955 0.1 -0.7 0.3 0.000
H 1.5637 -2.2431 -1.3648 1.1 0.2 -0.4 0.000
H 0.9843 -3.1465 0.2712 0.3 -0.7 0.4 0.000
H 1.8548 -4.6592 0.6963 -0.9 0.1 0.2 0.000
C 1.3786 4.2689 -0.2654 0.2 -3.9 -1.3 0.000
O 2.1293 3.4928 -0.7959 1.6 -1.9 0.2 0.000
N 0.3214 3.9828 0.4714 -2.6 -2.1 3.1 -0.001
N 1.3182 5.4535 -0.6803 0.2 8.4 -2.2 0.000
H 0.3573 3.1722 1.0729 0.0 0.0 -0.2 0.001
H -0.5008 4.5679 0.5134 0.5 0.0 0.1 0.000
H 2.0349 5.8034 -1.3000 0.0 -0.3 0.1 0.000
H 0.8767 6.1785 -0.1329 0.1 -0.1 -0.1 0.000
C -0.6804 -3.2300 -3.2807 -2.8 -3.8 -4.4 0.000
O -1.0287 -3.8255 -4.3111 0.5 0.4 0.1 0.000
N -1.1362 -3.6036 -2.1181 -1.6 -1.1 4.3 0.000
N 0.0779 -2.2123 -3.2034 3.2 4.1 0.0 0.000
H -1.8397 -4.3198 -2.0079 0.3 0.2 -0.4 0.000
H -1.0136 -2.9675 -1.3433 -0.3 -0.5 -0.1 0.000
H 0.2482 -1.9231 -2.2508 0.1 0.3 -1.4 0.000
H 0.5347 -1.7620 -3.9836 -0.3 -0.4 0.2 0.000
C -5.6612 -1.8219 1.7985 -3.4 3.6 2.7 0.000
O -6.1449 -1.2371 2.7936 0.5 -1.7 -1.0 0.001
N -4.4265 -1.6684 1.4251 4.0 -0.2 -1.8 0.001
N -6.4125 -2.3332 0.8117 -1.8 -1.0 -0.3 0.000
H -3.8701 -0.8907 1.7502 -0.2 -0.3 0.4 0.000
H -4.4361 -1.7749 0.4208 1.2 0.2 0.0 0.000
H -7.4050 -2.2698 0.9880 0.2 -0.5 -0.3 0.000
H -6.0232 -2.8581 0.0416 -0.4 0.0 0.3 0.000
C -3.4992 2.5656 1.1336 1.3 1.2 3.1 -0.071
O -4.6317 2.9664 1.1407 -3.5 1.7 0.2 0.468
N -2.5467 2.8580 1.9901 1.3 1.0 2.3 -0.038
N -3.1266 1.9101 0.1164 0.3 -2.7 -5.3 0.609
H -2.7327 3.6123 2.6354 0.0 -0.4 0.3 0.001
H -1.8173 2.1942 2.2078 0.1 0.1 -0.1 -0.001
H -3.7870 1.9698 -0.6455 -0.5 -0.6 -0.9 -0.028
H -2.1874 1.6979 -0.1885 1.2 -0.4 0.0 -0.023
C -2.4969 3.5785 -2.8881 -2.5 0.5 -0.2 -0.001
O -3.5208 3.0609 -2.3736 1.2 0.2 0.2 0.089
N -2.5247 4.3681 -3.9455 -2.1 1.8 -3.2 0.005
N -1.2727 3.5677 -2.4921 3.4 -1.6 3.2 0.001
H -1.6784 4.7553 -4.3380 -0.4 -0.1 0.1 0.000
H -3.3929 4.7580 -4.2834 0.1 -0.4 0.0 0.000
H -0.5334 4.0108 -3.0186 -0.1 -0.2 0.5 -0.001
H -1.0522 3.0942 -1.6276 0.6 -0.2 -0.4 -0.003
```
Positions in Å, forces in eV/Å.

---

4.
Density functional theory data (ωB97M-V with the def2-TZVPD basis set) for 2 unconnected molecules or ions with the total composition C30H44BClF10N4O10S.

Results
spin multiplicity = 2
<S²> = 0.754
ΔE to the lowest compared entry with this formula, charge and spin = 0.0 kcal per mole
net charge = +1

```
101
Properties=species:S:1:pos:R:3:forces:R:3:mulliken_spin:R:1
C 0.1805 1.1147 2.5571 -0.2 0.3 -0.4 0.000
C 0.3111 1.7954 1.1759 0.3 -0.2 0.5 -0.002
C 1.5986 2.6054 1.0969 -0.2 -0.4 0.2 0.005
C 0.2351 0.7409 0.0715 -0.5 0.1 -0.4 0.001
C 0.6357 1.2939 -1.2906 0.3 0.0 0.1 -0.002
C -1.1809 0.1272 0.1018 0.6 0.5 0.7 0.000
O -1.7216 0.0642 -1.2439 -0.2 -0.5 0.0 0.000
N -2.6241 -0.9718 -1.4772 -0.3 0.2 -0.1 0.000
C -1.8181 -2.3220 -1.3916 -0.1 -0.5 0.2 0.000
O -0.7381 -2.2713 -1.8199 0.8 0.3 -0.3 0.000
C -2.3378 -3.6273 -0.7400 -0.2 0.1 0.2 0.000
F -2.1092 -3.4758 0.5944 -0.1 -0.1 -0.2 0.000
F -3.6423 -3.8435 -0.9463 0.2 0.1 0.2 0.000
C -1.5302 -4.8565 -1.2400 0.0 -0.3 -0.3 0.000
F -0.2935 -4.8295 -0.6954 -0.6 0.1 -0.3 0.000
F -1.4438 -4.7904 -2.5908 0.0 0.0 0.6 0.000
C -2.2298 -6.2091 -0.8658 0.5 -0.5 -0.5 0.000
F -3.2698 -6.4060 -1.6995 0.5 0.2 0.3 0.000
F -1.2847 -7.1619 -1.1081 -0.5 0.3 0.0 0.000
C -2.6840 -6.3629 0.5999 -0.2 0.0 0.1 0.000
O -3.8257 -6.4985 0.8657 -0.3 0.0 0.0 0.000
O -1.6683 -6.4429 1.4824 0.1 0.0 0.1 0.000
C -2.9255 -0.8043 -2.9581 0.1 0.5 -0.3 0.000
Cl -3.8293 -2.2047 -3.4709 -0.3 -0.2 -0.1 0.000
C -3.4982 0.6120 -3.2040 -0.8 -0.3 0.0 0.000
S -4.2899 0.6943 -4.8527 0.1 0.2 -0.2 0.000
N -4.2052 1.1913 -2.0870 1.0 -0.4 -0.1 0.000
B -3.7054 2.5478 -1.6985 -0.2 0.5 0.1 0.000
O -4.4846 3.6448 -1.9538 -0.5 -0.6 0.5 0.000
O -2.4893 2.7560 -1.1037 0.1 0.3 -0.6 0.000
C -4.8187 0.3184 -1.0855 -0.6 0.4 -0.8 0.000
C -6.2122 -0.1201 -1.6964 0.1 0.0 0.1 0.000
C -6.5607 -1.5705 -1.7832 0.0 0.3 0.0 0.000
O -6.5482 -2.3861 -0.9379 0.2 -0.5 0.5 0.000
F -6.9153 -1.8892 -3.0295 -0.4 -0.2 -0.6 0.000
C -5.0594 1.2240 0.1267 -0.4 -0.4 0.7 0.000
C -5.7943 0.7145 1.3972 0.1 0.5 0.1 0.000
O -6.7977 -0.2337 1.2577 0.1 -0.4 -0.3 0.000
C -6.3402 1.9352 2.1384 0.0 0.3 0.4 0.000
F -6.6644 1.6284 3.4022 0.1 0.2 -0.6 0.000
F -5.4260 2.9400 2.1688 -0.4 -0.4 0.0 0.000
F -7.4459 2.4070 1.5147 0.3 -0.1 0.2 0.000
C -3.9360 -0.9047 -0.7303 -0.2 -0.6 0.9 0.000
O -3.6133 -0.9806 0.6664 0.3 0.3 -0.3 0.000
C -4.2277 -1.8900 1.3730 0.0 0.2 -0.5 0.000
N -4.7691 -2.6832 1.9956 -0.1 -0.3 0.4 0.000
H -0.8367 1.1842 2.9286 -0.2 -0.1 0.1 0.000
H 0.8125 1.6178 3.2750 0.2 0.0 0.3 0.000
H 0.4563 0.0676 2.5118 0.2 -0.2 0.1 0.000
H -0.5369 2.4702 1.0728 -0.2 0.2 -0.2 0.000
H 1.6158 3.2575 0.2359 0.1 0.2 -0.2 0.002
H 1.6864 3.2016 1.9951 0.1 0.3 0.1 0.000
H 2.4495 1.9307 1.0655 0.3 0.0 -0.1 -0.001
H 0.9345 -0.0486 0.3312 0.2 -0.2 -0.1 0.000
H 0.2241 2.2827 -1.4751 -0.2 0.2 -0.1 0.001
H 1.7105 1.4221 -1.2981 0.2 0.1 0.0 0.001
H 0.4032 0.6263 -2.1090 -0.1 -0.1 -0.2 0.000
H -1.1632 -0.8424 0.5859 -0.1 -0.4 -0.2 0.000
H -1.8289 0.7619 0.6935 -0.3 0.1 0.0 0.000
H -1.3374 -5.5685 1.7176 0.2 0.0 0.1 0.000
H -1.9762 -0.8487 -3.4693 0.4 -0.1 0.1 0.000
H -2.6265 1.2261 -3.3993 0.3 0.1 -0.1 0.000
H -5.3881 -0.0315 -4.6241 0.0 -0.2 0.2 0.000
H -4.9193 3.9926 -1.1688 0.1 0.6 -0.2 0.000
H -1.7403 2.3356 -1.5366 0.1 -0.3 0.4 0.000
H -6.3264 0.3033 -2.6803 0.3 0.2 -0.3 0.000
H -6.9982 0.3538 -1.1244 -0.2 0.0 0.2 0.000
H -5.6378 2.0580 -0.2537 -0.1 0.2 -0.2 0.000
H -4.1091 1.5860 0.5017 0.2 0.3 -0.1 0.000
H -5.0703 0.3018 2.0867 0.1 -0.2 0.1 0.000
H -7.5993 0.1454 0.8843 -0.1 0.2 0.1 0.000
H -4.4400 -1.8300 -0.9680 0.0 -0.1 -0.2 0.000
C 7.6518 1.4889 2.9642 0.1 0.1 -0.1 0.014
C 6.5485 0.8284 2.1203 0.5 0.3 0.9 0.011
C 7.0201 -0.5291 1.6012 0.1 -0.2 -0.4 0.025
C 8.0721 -0.4159 0.5001 -0.1 0.1 0.0 -0.017
C 7.5650 0.4638 -0.6414 -0.1 -0.4 0.1 0.023
C 7.0767 1.8384 -0.1830 0.8 0.8 -0.2 0.015
N 6.1385 1.7017 0.9764 -0.4 -1.4 -0.7 0.411
O 4.9435 1.4233 0.5828 -0.2 0.4 0.2 0.514
C 8.2750 2.7373 0.1757 0.0 0.0 0.1 0.018
C 6.3490 2.5309 -1.3271 -0.3 0.0 -0.1 -0.002
C 5.3590 0.6437 3.0527 -0.3 -0.1 -0.1 -0.019
H 7.7978 0.9134 3.8775 -0.1 0.0 0.0 0.000
H 8.6192 1.5307 2.4739 0.0 0.0 0.0 0.001
H 7.3671 2.5023 3.2483 0.0 0.0 0.0 -0.009
H 6.1590 -1.0832 1.2133 -0.1 0.1 0.0 0.005
H 7.4107 -1.1078 2.4400 0.0 0.0 0.1 0.001
H 9.0072 -0.0201 0.9032 0.0 0.0 0.0 -0.001
H 8.3046 -1.4102 0.1157 0.0 0.0 0.0 0.002
H 8.3502 0.6042 -1.3863 0.0 0.1 0.0 0.000
H 6.7441 -0.0559 -1.1462 -0.1 0.1 0.0 0.005
H 7.9461 3.6226 0.7202 0.0 0.0 0.0 -0.011
H 8.7649 3.0729 -0.7371 -0.1 0.0 -0.1 0.000
H 9.0395 2.2356 0.7626 0.0 0.0 0.0 0.001
H 5.5342 1.9272 -1.7207 0.0 0.0 0.1 0.002
H 7.0542 2.7077 -2.1375 0.1 0.0 0.0 0.000
H 5.9430 3.4921 -1.0098 0.0 0.0 0.0 -0.001
H 4.9709 1.6071 3.3858 0.0 0.0 0.0 0.003
H 5.6797 0.0837 3.9298 0.1 0.0 0.0 0.000
H 4.5482 0.0917 2.5811 0.0 0.1 -0.1 0.003
```
Positions in Å, forces in eV/Å.

---

5.
Density functional theory data (ωB97M-V with the def2-TZVPD basis set) for a single C2BrF3N2 molecule.

Results
spin multiplicity = 3
<S²> = 2.007
ΔE to the lowest compared entry with this formula, charge and spin = 0.0 kcal per mole

```
8
Properties=species:S:1:pos:R:3:forces:R:3:mulliken_spin:R:1
C 0.7936 0.6625 0.0324 2.6 1.6 -1.6 0.103
C -1.7062 -0.7807 0.5135 -12.1 3.2 -1.8 0.798
N 0.3100 0.1360 1.0340 -3.2 -2.6 1.0 0.228
N -0.5661 -0.8854 0.9526 12.7 -0.6 4.0 0.639
F 1.5043 1.7601 0.1851 -0.4 -0.3 -0.4 0.004
F 0.9770 0.1418 -1.1523 -0.6 0.2 0.3 0.013
F -2.3979 -1.8867 0.3585 0.3 -0.8 -1.1 0.060
Br -2.5034 0.8219 -0.2879 0.6 -0.8 -0.4 0.155
```
Positions in Å, forces in eV/Å.